1.
{"formula": "C5H39NO15", "method": "ωB97M-V with the def2-TZVPD basis set", "charge": 0, "de_lowest_ev": 5.022, "energy_ev": -38019.63877, "homo_ev": -8.84, "species": ["C", "O", "C", "C", "C", "C", "N", "H", "H", "H", "H", "H", "H", "H", "H", "H", "H", "H", "H", "H", "O", "H", "H", "O", "H", "H", "O", "H", "H", "O", "H", "H", "O", "H", "H", "O", "H", "H", "O", "H", "H", "O", "H", "H", "O", "H", "H", "O", "H", "H", "O", "H", "H", "O", "H", "H", "O", "H", "H", "O"], "coordinates": [[3.36925, -0.48880, -0.76854], [3.68366, 0.53157, -1.73585], [1.81326, -0.32457, -0.54626], [1.55250, 1.07671, 0.15734], [0.88393, 2.02801, -0.75990], [-0.31718, 2.56310, -0.55344], [1.29336, -1.36703, 0.30998], [3.93906, -0.33451, 0.18631], [3.64446, -1.49412, -1.12821], [3.60153, 1.47686, -1.47010], [1.35964, -0.36898, -1.55181], [0.88898, 0.86243, 1.00788], [2.46745, 1.37700, 0.64618], [1.32401, 2.15134, -1.71099], [-0.74974, 3.10141, -1.37591], [-0.97712, 2.24479, 0.21268], [1.33020, -2.32145, 0.00450], [1.44434, -1.18560, 1.29702], [-1.40042, -3.24186, -2.45251], [-1.58519, -1.83834, -2.85481], [-0.98568, -2.57976, -3.04094], [-4.12640, -1.58006, 0.98599], [-2.58309, -1.38999, 1.01600], [-3.45265, -1.14103, 1.54345], [2.28451, 4.15250, -1.74551], [2.73236, 3.83652, -0.25728], [3.00936, 4.09290, -1.13240], [-0.53248, -1.17383, 3.67388], [0.66514, -0.24000, 3.71554], [0.36013, -1.06527, 3.30341], [-0.97060, 3.16648, 2.79242], [-1.81959, 2.06417, 2.31938], [-1.61978, 2.55180, 3.16382], [-1.76605, -1.25664, -0.82954], [-0.81208, -1.85991, 0.12289], [-1.70187, -2.03422, -0.23679], [-1.23628, 0.20960, -2.51383], [-2.71458, 0.41798, -1.82329], [-2.03182, -0.19631, -2.10910], [1.19546, 2.03789, 3.24297], [-0.08180, 1.82970, 3.82558], [0.81672, 1.48926, 3.96109], [-3.46131, 1.86977, 2.35160], [-3.49102, 0.33161, 1.79716], [-3.21360, 1.30644, 1.62327], [-2.17713, -0.21282, 4.92323], [-2.15640, -1.04618, 3.57480], [-2.29596, -1.08447, 4.52719], [1.55359, 0.85520, -3.19130], [3.06072, 1.19728, -3.69100], [2.14359, 1.04841, -3.90965], [2.38121, -2.83651, -3.25848], [0.80655, -3.18373, -3.60703], [1.62239, -3.39860, -3.17997], [1.46551, -5.00593, -0.71604], [1.02866, -3.77185, -1.49017], [1.17021, -4.09225, -0.57898], [-3.13472, 1.72011, 0.12666], [-4.50360, 1.90673, -0.65242], [-3.58338, 1.72558, -0.82452]]}

=====

2.
{"formula": "C24H32N4O4", "method": "ωB97M-V with the def2-TZVPD basis set", "charge": 0, "de_lowest_ev": 1.784, "energy_ev": -39559.52759, "homo_ev": -8.50, "species": ["C", "C", "C", "N", "C", "C", "C", "C", "C", "N", "C", "O", "C", "O", "C", "C", "C", "C", "C", "C", "N", "C", "O", "N", "C", "C", "C", "C", "C", "O", "C", "C", "H", "H", "H", "H", "H", "H", "H", "H", "H", "H", "H", "H", "H", "H", "H", "H", "H", "H", "H", "H", "H", "H", "H", "H", "H", "H", "H", "H", "H", "H", "H", "H"], "coordinates": [[0.84956, 4.24962, -2.63496], [1.48916, 2.87010, -2.53724], [1.00690, 2.03117, -1.34048], [-0.38358, 1.62131, -1.30234], [-1.35434, 2.59620, -0.83908], [-2.28598, 1.97941, 0.21374], [-1.56218, 1.72878, 1.53056], [-0.83637, 0.81269, -2.41657], [-0.28822, -0.61256, -2.29641], [-0.54915, -1.06750, -0.95255], [-0.64482, -2.34319, -0.59353], [-0.60753, -3.30009, -1.34630], [-0.85615, -2.57481, 0.92359], [-0.83089, -3.95824, 1.14986], [-2.19155, -2.01608, 1.36098], [-3.30856, -2.05174, 0.54202], [-4.53505, -1.62183, 1.01792], [-4.65068, -1.17107, 2.32357], [-3.54497, -1.13248, 3.15030], [-2.30631, -1.55018, 2.67048], [-1.17187, -1.49056, 3.45082], [0.11418, -1.53498, 2.95828], [1.05731, -1.22905, 3.65159], [0.21516, -1.89059, 1.63595], [1.49854, -1.83616, 1.02464], [2.08229, -2.96909, 0.46990], [3.30334, -2.85380, -0.16434], [3.95811, -1.63607, -0.24922], [3.38203, -0.50646, 0.32106], [3.91923, 0.74565, 0.29175], [5.18302, 0.92107, -0.30017], [2.14438, -0.61397, 0.95220], [-0.21515, 4.17561, -2.84000], [0.98649, 4.80148, -1.70743], [1.30929, 4.81921, -3.44014], [1.31806, 2.32320, -3.46671], [2.56932, 2.98629, -2.42515], [1.20705, 2.58388, -0.41992], [1.61522, 1.12240, -1.30526], [-0.82772, 3.43532, -0.38288], [-1.95937, 2.99328, -1.66738], [-2.69493, 1.03888, -0.16169], [-3.12223, 2.65983, 0.38522], [-2.22358, 1.23646, 2.23909], [-0.68941, 1.09781, 1.37754], [-1.22771, 2.66824, 1.96539], [-1.92639, 0.76471, -2.37255], [-0.55756, 1.22713, -3.39646], [-0.77777, -1.28698, -3.00198], [0.78954, -0.63390, -2.49469], [-0.54352, -0.32288, -0.26601], [-0.72940, -4.37461, 0.27074], [-3.21753, -2.42950, -0.46547], [-5.40167, -1.65041, 0.37597], [-5.60948, -0.84725, 2.69963], [-3.62990, -0.78307, 4.16893], [-1.25285, -1.19993, 4.41465], [1.59328, -3.92587, 0.54775], [3.76184, -3.72963, -0.59815], [4.91157, -1.58426, -0.75025], [5.16661, 0.67295, -1.36699], [5.94941, 0.32148, 0.20048], [5.41948, 1.97735, -0.18128], [1.71396, 0.26729, 1.39896]]}

=====

3.
{"formula": "C36H32BN12O9PbSe2", "method": "ωB97M-V with the def2-TZVPD basis set", "charge": -2, "de_lowest_ev": 1.801, "s_squared": 0.754, "energy_ev": -210777.25235, "homo_ev": [-2.07, -1.94], "spin_multiplicity": 2, "species": ["Pb", "C", "C", "N", "N", "C", "B", "N", "C", "C", "C", "N", "N", "C", "C", "C", "N", "N", "C", "C", "C", "N", "H", "H", "H", "H", "H", "H", "H", "H", "H", "H", "H", "H", "O", "C", "O", "C", "C", "C", "C", "C", "C", "O", "N", "O", "O", "N", "O", "O", "H", "H", "C", "C", "N", "C", "C", "C", "C", "C", "C", "C", "C", "C", "N", "C", "H", "H", "H", "H", "H", "H", "H", "H", "O", "C", "C", "C", "O", "C", "Se", "C", "Se", "H", "H", "H", "H", "H", "H", "H", "H", "H", "H"], "coordinates": [[-0.10631, 0.14003, -0.20256], [-4.00271, 1.83225, 1.85170], [-3.31066, 1.07848, 0.89985], [-2.03660, 1.41545, 0.89539], [-1.86372, 2.36717, 1.80916], [-3.03650, 2.63648, 2.41288], [-0.47647, 2.92574, 2.18381], [0.30250, 3.35571, 0.93475], [0.98229, 4.50401, 0.75689], [1.57610, 4.46548, -0.48374], [1.21246, 3.21921, -1.00056], [0.45982, 2.57315, -0.13198], [0.30616, 1.81400, 2.87777], [0.88090, 1.75497, 4.09259], [1.50477, 0.53365, 4.20986], [1.26166, -0.10106, 2.98808], [0.54229, 0.68050, 2.20763], [-0.70540, 4.17080, 3.04540], [-1.35122, 5.27456, 2.61062], [-1.37730, 6.18914, 3.63916], [-0.70599, 5.54137, 4.68225], [-0.31705, 4.33777, 4.30856], [-5.04528, 1.80217, 2.09712], [-3.66397, 0.30394, 0.24960], [-3.11081, 3.36672, 3.19455], [1.01335, 5.26734, 1.50681], [2.17829, 5.22475, -0.93812], [1.45096, 2.77358, -1.94393], [0.79581, 2.57889, 4.76992], [2.06461, 0.16375, 5.04675], [1.60319, -1.05423, 2.63933], [-1.74429, 5.34422, 1.61593], [-1.81213, 7.16983, 3.64490], [-0.48685, 5.89894, 5.67216], [2.71412, 0.53445, -3.95696], [2.43411, 0.33933, -2.77790], [1.28312, 0.40298, -2.27394], [3.61297, -0.01416, -1.84563], [4.84237, 0.03060, -2.42938], [6.03145, -0.25546, -1.73264], [5.94595, -0.63689, -0.39844], [4.71638, -0.74843, 0.20733], [3.45357, -0.39279, -0.45425], [2.39624, -0.41267, 0.18614], [4.69758, -1.19115, 1.55044], [3.75346, -1.85072, 1.95266], [5.66152, -0.91537, 2.26303], [7.26653, -0.19691, -2.37768], [7.31039, 0.06565, -3.57759], [8.28390, -0.41629, -1.71659], [4.89549, 0.29181, -3.47545], [6.83509, -0.89189, 0.16095], [1.52936, -3.92255, -2.30226], [0.95400, -2.67797, -2.00904], [0.38468, -2.41015, -0.86361], [0.29972, -3.36281, 0.06796], [0.82913, -4.65823, -0.13188], [1.47431, -4.91287, -1.35344], [0.67891, -5.64920, 0.87834], [-0.00099, -5.38317, 2.01941], [-0.57935, -4.10180, 2.24388], [-1.32554, -3.79751, 3.39416], [-1.85883, -2.54022, 3.53336], [-1.62741, -1.59960, 2.52322], [-0.93336, -1.85778, 1.44602], [-0.41329, -3.07624, 1.28140], [1.99981, -4.08018, -3.26179], [0.95940, -1.88202, -2.74081], [1.89279, -5.89532, -1.53410], [1.11038, -6.62666, 0.70118], [-0.12584, -6.14172, 2.78258], [-1.47710, -4.55903, 4.15049], [-2.43725, -2.27310, 4.40676], [-2.03083, -0.60146, 2.60451], [-4.75256, 0.55838, -5.48890], [-4.90236, -0.31336, -4.39533], [-3.65032, -0.47363, -3.49633], [-2.56904, -1.23126, -4.28915], [-2.91618, -2.56045, -4.58180], [-3.14398, 0.91173, -3.08527], [-1.17224, 1.15506, -2.78410], [-4.15824, -1.29886, -2.31507], [-2.81707, -2.19896, -1.17601], [-3.98060, 0.25855, -5.98559], [-5.19116, -1.31609, -4.74659], [-5.72464, 0.09809, -3.80300], [-1.63206, -1.18181, -3.72058], [-2.38449, -0.73513, -5.24891], [-2.83904, -3.04076, -3.74430], [-3.63000, 1.23830, -2.16578], [-3.39409, 1.61869, -3.88061], [-4.78706, -2.10512, -2.70294], [-4.77373, -0.66464, -1.67269]]}